# 1
Entry from the OMol25 dataset: a structure of composition C30H70GeN2O6SbSi2Ti in a non-equilibrium geometry (wB97M-V/def2-TZVPD).

```
113
Properties=species:S:1:pos:R:3
Ti -1.40071 1.63100 0.05768
C 2.22976 -4.14494 2.45580
C 1.14357 -3.09256 2.54767
C 0.26587 -3.16781 1.36249
C 0.50333 -3.30831 3.95687
O 1.68360 -1.79175 2.58269
Ge 3.31610 -1.09317 2.14950
O 4.19183 -2.38259 1.24828
C 5.63815 -2.23333 1.02999
C 6.00464 -2.61480 -0.40188
C 6.30260 -3.27342 1.98540
C 6.19823 -0.80509 1.21839
O -0.00930 2.54314 0.59238
C 1.16721 3.20288 1.09701
C 1.10768 4.69207 0.80484
C 1.33516 2.98393 2.59354
C 2.36961 2.58321 0.32679
H 1.72244 -5.10454 2.63691
H 3.01872 -4.00701 3.26064
H 2.84292 -4.16379 1.54473
H -0.29958 -4.13246 1.40733
H 0.85072 -3.13166 0.41473
H -0.39660 -2.32725 1.25130
H -0.34300 -4.00615 3.93257
H 0.15719 -2.33172 4.35753
H 1.26136 -3.68759 4.66100
H 5.65873 -3.58044 -0.71163
H 7.10190 -2.60880 -0.54163
H 5.64692 -1.79395 -1.01086
H 5.98329 -4.29539 1.67773
H 6.10294 -3.17281 3.02292
H 7.37943 -3.23298 1.82079
H 5.65947 -0.03465 0.68394
H 7.22213 -0.86209 0.83448
H 6.26337 -0.52528 2.28451
H 0.21002 5.10185 1.17802
H 1.25693 4.86953 -0.29010
H 1.90110 5.20077 1.37014
H 1.19724 1.96710 2.80679
H 0.56159 3.53477 3.23258
H 2.26698 3.42306 2.94995
H 2.33982 2.97414 -0.74453
H 2.23414 1.56767 0.30617
H 3.39382 2.82084 0.64653
C -2.23118 -1.49244 3.07215
C -2.14839 -0.63389 1.88100
N -1.29246 0.36361 1.73971
O -0.49993 0.65836 2.83282
C -2.96631 -0.88931 0.68256
C -3.77324 -2.13234 0.52721
N -2.69495 -0.09276 -0.27823
O -3.19573 -0.20393 -1.46273
H -1.39290 -1.37501 3.76010
H -2.39018 -2.49781 2.79647
H -3.11701 -1.19876 3.58263
H 0.29987 0.06383 2.77754
H -4.29748 -2.55434 1.36818
H -3.11456 -3.01508 0.19108
H -4.47201 -2.03332 -0.36342
C 1.39806 -6.49224 -4.34336
Sb 0.96291 -4.61268 -5.37770
C -0.09740 -3.78507 -3.70651
C 2.82786 -3.73541 -4.83354
H 2.09389 -6.28117 -3.54842
H 1.79139 -7.21530 -5.04266
H 0.48810 -6.78426 -3.89252
H 0.50822 -3.74391 -2.79936
H -0.98883 -4.39076 -3.57706
H -0.39890 -2.77719 -4.01583
H 3.53836 -3.95355 -5.67794
H 3.24924 -4.27696 -3.97694
H 2.72694 -2.67972 -4.57303
C -4.95875 4.66858 1.60922
Si -3.41553 3.60630 1.58547
C -3.94644 2.00402 2.42671
C -2.10581 4.36977 2.59488
C -2.69355 3.14631 -0.13761
Si -3.95931 3.14188 -1.56300
C -3.28454 2.52221 -3.19960
C -5.39346 2.18658 -0.98167
C -4.34013 5.02630 -1.82797
H -5.54342 4.45254 2.51661
H -5.66574 4.58005 0.76621
H -4.64165 5.71503 1.64028
H -4.52463 2.19514 3.32654
H -3.05623 1.39719 2.68930
H -4.53822 1.37513 1.73593
H -1.15437 3.87641 2.41443
H -2.34957 4.27988 3.64185
H -1.89268 5.41147 2.37676
H -1.87774 3.84866 -0.41903
H -2.71935 1.57539 -3.25407
H -4.12124 2.41700 -3.88080
H -2.63346 3.28412 -3.68100
H -6.19059 2.05379 -1.71738
H -5.79968 2.68708 -0.10371
H -4.94059 1.19092 -0.76087
H -4.07082 5.65578 -1.01464
H -5.34815 5.13265 -2.04509
H -3.79684 5.32979 -2.71339
C 0.72934 1.59755 -3.77853
C 0.93106 0.11528 -3.36753
C -0.23522 -0.11829 -2.32324
O -0.56494 1.22155 -1.79940
C 0.22739 2.22584 -2.48544
H 0.01249 1.72284 -4.59385
H 1.68449 1.98711 -4.10749
H 1.84138 0.00156 -2.86458
H 0.88271 -0.65519 -4.14189
H 0.06672 -0.75294 -1.51635
H -1.20053 -0.49010 -2.80743
H 1.00801 2.55589 -1.83349
H -0.47510 3.03062 -2.73729
```

Computed properties:
energy above the lowest of the compared OMol25 structures with the same formula, charge and spin: 295.5 kJ/mol
HOMO-LUMO gap: 6.61 eV
charge: +1
DFT total energy: -149428.3864 eV

# 2
Entry from the OMol25 dataset: a structure of composition C5H12NO (wB97M-V/def2-TZVPD).

```
19
Properties=species:S:1:pos:R:3
C -1.11006 -0.50576 -1.96445
C 0.00272 -1.26511 -1.29218
C 1.13097 -1.54788 -1.99411
N -0.28412 -1.61620 -0.00770
H -1.47987 0.30024 -1.32737
H -1.95457 -1.17227 -2.15624
H -0.81711 -0.08712 -2.93116
H 1.95916 -2.07794 -1.52952
H 1.24935 -1.22408 -3.01586
H -0.72015 -0.60824 0.68031
H 0.49495 -2.12955 0.38689
C -0.11202 1.34502 1.21061
O -1.06008 0.36628 1.29328
C 0.54072 1.64825 2.56860
H -0.52411 2.30525 0.83862
H 0.69077 1.09499 0.49410
H 1.10531 0.78884 2.92713
H -0.26488 1.82640 3.28640
H 1.15302 2.55885 2.53265
```

Computed properties:
energy above the lowest of the compared OMol25 structures with the same formula, charge and spin: 4.5 kJ/mol
HOMO-LUMO gap: 7.08 eV
charge: -1
DFT total energy: -8917.0165 eV